114
Properties=species:S:1:pos:R:3 method="wB97M-V/def2-TZVPD" homo_ha="-0.5087 / -0.5086" spin_multiplicity=2 relative_energy_kj_mol=0.0 lumo_energy_ev="-8.2 / -7.6" mol_weight_g_mol=858.93 fmax_ev_per_a=0.57 e_tot_ev=-111579.8062 charge=+3
Cr -0.998 -0.031 -0.040
C -5.474 -1.051 -1.314
N -4.685 -0.140 -2.142
C -5.261 0.146 -3.456
C -3.515 0.304 -1.730
O -3.014 -0.010 -0.625
C -2.680 1.231 -2.592
O -1.678 1.803 -1.774
C -2.105 2.958 -1.075
C -1.904 2.761 0.420
O -1.324 1.721 0.818
N -2.324 3.695 1.245
C -2.153 3.558 2.694
C -2.886 4.970 0.790
H -6.483 -0.655 -1.210
H -5.534 -2.028 -1.796
H -5.018 -1.142 -0.335
H -6.271 0.534 -3.332
H -4.674 0.871 -4.007
H -5.312 -0.775 -4.038
H -2.175 0.648 -3.360
H -3.268 2.006 -3.082
H -1.531 3.819 -1.422
H -3.162 3.157 -1.264
H -1.818 2.556 2.935
H -1.413 4.275 3.049
H -3.105 3.767 3.179
H -3.389 4.871 -0.167
H -3.618 5.303 1.520
H -2.104 5.726 0.711
C -3.422 -3.970 2.874
N -2.937 -2.595 2.727
C -3.102 -1.690 3.866
C -2.347 -2.152 1.614
N -1.697 -1.022 1.529
N -2.465 -2.973 0.504
C -1.802 -2.851 -0.696
N -2.033 -3.855 -1.563
N -1.033 -1.841 -0.962
H -3.470 -4.204 3.934
H -2.728 -4.680 2.424
H -4.424 -4.098 2.457
H -3.925 -2.051 4.476
H -3.353 -0.689 3.516
H -2.202 -1.646 4.482
H -1.550 -0.594 2.437
H -3.117 -3.736 0.582
H -2.440 -4.729 -1.273
H -1.565 -3.854 -2.455
H -0.617 -1.946 -1.881
C 2.412 -0.601 -1.226
N 3.181 0.081 -0.227
C 2.518 0.748 0.858
P 1.033 -0.200 1.414
C 1.744 -1.835 1.764
C 1.143 -3.021 1.351
C 1.731 -4.246 1.636
C 2.929 -4.295 2.332
C 3.537 -3.117 2.749
C 2.949 -1.896 2.470
C 0.714 0.505 3.059
C 0.357 -0.326 4.123
C 0.163 0.204 5.391
C 0.345 1.562 5.614
C 0.712 2.392 4.563
C 0.881 1.872 3.289
C 4.574 -0.152 -0.153
C 5.416 0.822 0.383
C 6.779 0.584 0.478
C 7.321 -0.608 0.020
C 6.486 -1.570 -0.528
C 5.118 -1.353 -0.606
P 0.890 0.344 -1.697
C 0.563 -0.325 -3.358
C 0.084 0.505 -4.373
C -0.155 -0.002 -5.642
C 0.088 -1.342 -5.919
C 0.587 -2.171 -4.924
C 0.828 -1.667 -3.653
C 1.553 2.005 -1.998
C 1.198 3.096 -1.211
C 1.787 4.334 -1.422
C 2.737 4.489 -2.422
C 3.105 3.402 -3.206
C 2.516 2.165 -2.996
H 2.100 -1.618 -0.930
H 3.022 -0.698 -2.126
H 2.213 1.774 0.620
H 3.199 0.817 1.704
H 0.224 -2.988 0.790
H 1.258 -5.163 1.310
H 3.391 -5.249 2.550
H 4.472 -3.151 3.293
H 3.436 -0.993 2.817
H 0.283 -1.398 3.971
H -0.093 -0.449 6.216
H 0.222 1.968 6.609
H 0.879 3.447 4.740
H 1.163 2.538 2.481
H 5.014 1.775 0.705
H 7.424 1.347 0.895
H 8.386 -0.784 0.086
H 6.899 -2.505 -0.884
H 4.477 -2.133 -1.002
H -0.062 1.562 -4.181
H -0.503 0.657 -6.427
H -0.080 -1.730 -6.915
H 0.823 -3.204 -5.148
H 1.276 -2.321 -2.910
H 0.485 2.970 -0.405
H 1.514 5.179 -0.802
H 3.198 5.454 -2.587
H 3.853 3.516 -3.978
H 2.811 1.326 -3.616